The following is a DFT calculation (the ωB97M-V functional and the def2-TZVPD basis) of 8 unconnected molecules or ions with the total composition C29H71N17O10P.

Each line ends with the Löwdin charge.
Positions of all 128 atoms, in Å:
C1 -1.370 -2.232 5.204  -0.065
C2 -2.273 -1.846 3.946  -0.289
O1 -3.466 -1.111 4.304  -0.212
P1 -3.695 0.244 3.382  0.635
O2 -2.452 1.037 3.088  -0.308
C3 -4.445 -0.227 1.743  -0.199
C4 -3.538 -1.170 0.855  -0.202
C5 -3.304 -0.651 -0.619  -0.111
C6 -2.675 0.769 -0.704  -0.120
N1 -1.319 1.199 -0.475  0.203
C7 -1.330 2.558 -0.739  -0.177
C8 -0.069 3.506 -0.681  -0.092
C9 0.803 3.246 0.618  -0.149
C10 2.319 3.663 0.475  -0.338
C11 2.634 4.618 -0.754  -0.091
C12 3.336 2.442 0.420  -0.150
C13 2.749 1.109 -0.219  -0.169
C14 2.440 0.125 1.007  -0.100
C15 3.533 -0.402 1.709  -0.306
C16 4.685 -1.227 1.023  -0.067
C17 3.655 -0.133 3.264  -0.068
N2 -2.557 3.045 -1.101  0.189
C18 -3.444 1.923 -1.096  -0.133
C19 -4.948 2.080 -1.505  -0.097
C20 -5.776 2.931 -0.442  -0.258
N3 -6.907 2.106 0.075  0.002
O3 -4.695 1.238 4.304  -0.211
C21 -5.114 2.401 3.561  -0.292
C22 -4.142 3.647 3.664  -0.070
H1 -1.576 -3.306 5.487  0.069
H2 -0.286 -2.156 4.881  0.082
H3 -1.486 -1.526 6.068  0.082
H4 -1.605 -1.337 3.204  0.088
H5 -2.580 -2.833 3.479  0.126
H6 -5.502 -0.629 1.834  0.116
H7 -4.562 0.743 1.163  0.063
H8 -2.536 -1.419 1.291  0.092
H9 -4.091 -2.156 0.761  0.128
H10 -2.669 -1.413 -1.168  0.125
H11 -4.288 -0.629 -1.164  0.120
H12 -0.532 0.609 -0.207  0.154
H13 -0.500 4.553 -0.651  0.127
H14 0.483 3.308 -1.649  0.124
H15 0.358 3.904 1.428  0.129
H16 0.632 2.190 0.958  0.088
H17 2.585 4.261 1.402  0.135
H18 1.862 5.422 -0.903  0.077
H19 3.656 5.063 -0.560  0.093
H20 2.746 4.010 -1.703  0.086
H21 3.762 2.302 1.450  0.106
H22 4.213 2.752 -0.232  0.118
H23 3.542 0.618 -0.862  0.077
H24 1.823 1.262 -0.850  0.083
H25 1.379 -0.090 1.305  0.084
H26 5.424 -0.495 0.564  0.093
H27 5.199 -1.840 1.819  0.077
H28 4.233 -1.875 0.217  0.059
H29 2.744 -0.521 3.814  0.081
H30 4.572 -0.629 3.710  0.075
H31 3.754 0.963 3.499  0.071
H32 -2.786 4.012 -1.330  0.184
H33 -4.973 2.601 -2.514  0.125
H34 -5.403 1.065 -1.687  0.114
H35 -5.078 3.205 0.397  0.096
H36 -6.133 3.885 -0.924  0.111
H37 -6.833 2.005 1.089  0.033
H38 -7.807 2.529 -0.181  0.081
H39 -5.329 2.219 2.471  0.058
H40 -6.098 2.727 4.020  0.119
H41 -3.066 3.390 3.829  0.071
H42 -4.315 4.267 2.729  0.072
H43 -4.470 4.269 4.548  0.084
C23 -0.308 -5.141 8.156  -0.693
O4 -0.102 -5.155 6.953  0.014
N4 0.143 -6.118 8.987  0.149
N5 -1.009 -4.148 8.768  0.152
H44 -0.015 -6.126 9.977  0.095
H45 0.665 -6.869 8.570  0.106
H46 -1.359 -3.407 8.186  0.091
H47 -1.190 -4.118 9.755  0.096
C24 4.529 -1.806 -2.974  -0.685
O5 4.122 -0.900 -2.249  -0.020
N6 4.380 -3.119 -2.654  0.164
N7 5.157 -1.574 -4.150  0.189
H48 4.705 -3.876 -3.230  0.103
H49 3.917 -3.330 -1.786  0.096
H50 5.286 -0.613 -4.420  0.113
H51 5.498 -2.303 -4.758  0.088
C25 5.134 -4.165 -7.546  -0.690
O6 5.984 -3.859 -6.723  0.016
N8 4.145 -5.062 -7.280  0.146
N9 5.104 -3.636 -8.796  0.156
H52 3.439 -5.327 -7.942  0.093
H53 4.136 -5.476 -6.365  0.099
H54 5.820 -2.969 -9.029  0.111
H55 4.416 -3.873 -9.487  0.096
C26 7.843 -4.938 -1.517  -0.700
O7 8.030 -4.920 -2.721  0.026
N10 8.253 -5.967 -0.725  0.148
N11 7.206 -3.929 -0.860  0.147
H56 8.109 -6.001 0.267  0.092
H57 8.727 -6.731 -1.176  0.107
H58 6.889 -3.152 -1.414  0.087
H59 7.040 -3.923 0.129  0.089
C27 -8.329 5.587 2.616  -0.692
O8 -8.784 6.458 3.330  0.047
N12 -8.387 4.264 2.942  0.153
N13 -7.720 5.855 1.426  0.152
H60 -8.018 3.531 2.366  0.059
H61 -8.829 4.025 3.813  0.111
H62 -7.658 6.820 1.150  0.108
H63 -7.339 5.150 0.822  0.061
C28 -0.714 -1.141 -4.085  -0.704
O9 -1.716 -0.511 -4.387  0.017
N14 -0.082 -0.973 -2.887  0.155
N15 -0.145 -2.055 -4.908  0.169
H64 0.743 -1.476 -2.612  0.100
H65 -0.479 -0.302 -2.254  0.058
H66 -0.584 -2.204 -5.801  0.114
H67 0.679 -2.580 -4.676  0.099
C29 2.343 1.400 -5.806  -0.693
O10 3.313 1.244 -6.527  0.027
N16 2.198 0.742 -4.623  0.166
N17 1.321 2.243 -6.122  0.150
H68 1.409 0.855 -4.014  0.066
H69 2.934 0.110 -4.355  0.070
H70 1.394 2.746 -6.989  0.106
H71 0.514 2.384 -5.543  0.087

Properties
HOMO in eV: -9.6
Energy relative to the best compared isomer or geometry (same formula, charge and spin) in kcal/mol: 91.4
Kohn-Sham gap in eV: 7.25
Max |F| in hartree/bohr: 0.0866
Charge: +1
Electronic energy in eV: -86319.686